Entry 1:
Here is a structure of composition F2H4NO14P2S2Tl from the OMol25 dataset. Energies are from ωB97M-V/def2-TZVPD.

Results
Total charge: -3
Kohn-Sham gap (alpha / beta): 4.30 / 4.41 eV
⟨S²⟩: 1.774
2S+1: 2

Positions of all 26 atoms, in Å:
Tl (-31.72, 2.18, 3.82)
N (-31.68, 3.03, 6.52)
S (-32.79, 3.01, 7.51)
O (-33.23, 4.24, 8.09)
O (-32.95, 1.77, 8.27)
F (-33.93, 2.88, 6.34)
S (-30.37, 2.82, 7.68)
O (-29.77, 1.49, 7.68)
O (-30.53, 3.52, 8.95)
F (-29.23, 3.73, 6.97)
P (-31.30, -1.29, 3.68)
O (-30.81, -2.04, 2.45)
O (-30.27, -0.28, 4.22)
O (-32.19, -2.05, 4.76)
O (-32.14, -0.39, 2.72)
P (-29.76, 0.79, 0.04)
O (-28.75, 1.87, -0.47)
O (-29.37, -0.67, 0.53)
O (-31.07, 0.31, -0.64)
O (-30.59, 1.03, 1.33)
O (-29.94, 3.66, 1.99)
H (-29.80, 2.90, 1.42)
H (-30.03, 4.40, 1.39)
O (-31.07, 4.96, 4.34)
H (-31.17, 5.80, 3.90)
H (-30.95, 5.18, 5.26)

=====

Entry 2:
Here is an isolated molecule of F2H4SSi2 from the OMol25 dataset. Energies are from ωB97M-V/def2-TZVPD.

Results
Kohn-Sham gap: 8.42 eV
SMILES: F[SiH2]S[SiH2]F
2S+1: 1

Positions of all 9 atoms, in Å:
F (1.39, -1.33, -0.10)
Si (0.28, -1.42, -1.32)
S (-1.29, -0.02, -0.72)
Si (-0.37, 1.49, 1.30)
F (-1.74, 1.39, 2.12)
H (1.22, -0.84, -2.43)
H (-0.25, -2.71, -1.01)
H (-0.19, 2.49, 0.36)
H (0.95, 0.95, 1.80)

=====

Entry 3:
Here is a cluster of 2 separate species, F2HNS in total from the OMol25 dataset. Energies are from ωB97M-V/def2-TZVPD.

Results
Kohn-Sham gap (alpha / beta): 7.52 / 8.97 eV
2S+1: 1

Positions of all 5 atoms, in Å:
N (0.69, -0.83, 0.46)
F (0.52, 1.45, -0.72)
F (-2.17, 0.14, -0.36)
S (0.27, -0.20, -0.80)
H (0.68, -0.56, 1.43)

=====

Entry 4:
Here is a cluster of 2 separate species, F2HOP in total from the OMol25 dataset. Energies are from ωB97M-V/def2-TZVPD.

Results
Kohn-Sham gap (alpha / beta): 8.28 / 8.28 eV
2S+1: 1

Positions of all 5 atoms, in Å:
O (-0.86, 0.31, -2.51)
F (-0.63, 0.89, 1.28)
F (-0.16, -1.34, 0.74)
P (0.09, 0.11, 0.09)
H (1.55, 0.02, 0.40)

=====

Entry 5:
Here is a structure of composition F2KLi4 from the OMol25 dataset. Energies are from ωB97M-V/def2-TZVPD.

Results
Total charge: +3
Kohn-Sham gap: 8.67 eV
2S+1: 1

Positions of all 7 atoms, in Å:
Li (2.07, -0.68, 1.09)
Li (0.59, -0.03, -2.33)
Li (-0.01, 1.77, 0.41)
Li (-0.49, -1.81, 0.42)
K (-2.93, 0.21, -1.17)
F (-0.09, -0.19, -0.51)
F (0.86, 0.74, 2.09)

=====

Entry 6:
Here is an isolated molecule of F2NOP from the OMol25 dataset. Energies are from ωB97M-V/def2-TZVPD.

Results
Kohn-Sham gap (alpha / beta): 8.18 / 8.24 eV
SMILES: O=NP(F)F
2S+1: 1

Positions of all 5 atoms, in Å:
O (1.87, -0.26, -0.11)
N (0.68, -0.01, 0.20)
P (-0.82, 0.13, -0.72)
F (-1.37, 1.27, 0.19)
F (-1.21, -1.15, 0.15)

=====

Entry 7:
Here is a structure of composition F36NaP6 from the OMol25 dataset. Energies are from ωB97M-V/def2-TZVPD.

Results
Total charge: -4
Kohn-Sham gap (alpha / beta): 9.48 / 3.62 eV
⟨S²⟩: 0.753
2S+1: 2

Positions of all 43 atoms, in Å:
Na (-0.62, 4.26, 5.44)
P (0.72, 4.73, 2.27)
F (2.07, 5.16, 1.47)
F (-0.11, 6.08, 1.84)
F (0.05, 4.10, 0.96)
F (-0.56, 4.25, 3.07)
F (1.46, 3.38, 2.72)
F (1.23, 5.42, 3.61)
P (-1.47, 7.86, 5.21)
F (-0.35, 7.82, 4.12)
F (-1.62, 6.21, 5.15)
F (-0.27, 7.81, 6.33)
F (-2.60, 7.91, 6.39)
F (-1.42, 9.52, 5.14)
F (-2.53, 8.10, 4.01)
P (-4.82, 3.98, 4.77)
F (-3.88, 3.30, 3.69)
F (-4.75, 5.41, 3.97)
F (-6.13, 3.49, 3.85)
F (-5.68, 4.77, 5.87)
F (-4.85, 2.57, 5.55)
F (-3.43, 4.40, 5.58)
P (2.30, 4.50, 7.04)
F (2.00, 3.59, 5.75)
F (0.91, 3.97, 7.79)
F (3.19, 3.24, 7.58)
F (2.74, 5.41, 8.38)
F (3.56, 5.17, 6.32)
F (1.32, 5.67, 6.49)
P (-2.44, 4.70, 8.81)
F (-3.09, 5.10, 10.28)
F (-1.19, 4.38, 9.87)
F (-2.85, 3.16, 9.14)
F (-1.80, 4.03, 7.47)
F (-3.80, 5.18, 8.02)
F (-1.68, 6.10, 8.41)
P (-1.22, 0.74, 5.89)
F (-1.81, 0.26, 4.35)
F (-0.19, 1.76, 5.12)
F (-2.30, 1.96, 5.90)
F (-0.55, 1.23, 7.30)
F (-2.40, -0.12, 6.59)
F (-0.22, -0.51, 5.75)

=====

Entry 8:
Here is an isolated molecule of F3H3SSi2 from the OMol25 dataset. Energies are from ωB97M-V/def2-TZVPD.

Results
Kohn-Sham gap: 9.76 eV
SMILES: F[Si](F)(F)[SiH2]S
2S+1: 1

Positions of all 9 atoms, in Å:
F (3.68, 0.62, -1.29)
Si (3.07, 0.03, 0.04)
F (3.82, -1.37, -0.05)
F (3.74, 0.69, 1.30)
Si (0.82, -0.13, -0.03)
S (-0.07, 1.96, 0.04)
H (0.58, -1.11, -1.21)
H (0.15, -0.57, 1.18)
H (-1.24, 1.86, -0.67)

=====

Entry 9:
Here is an isolated molecule of F3HOSi from the OMol25 dataset. Energies are from ωB97M-V/def2-TZVPD.

Results
Kohn-Sham gap: 13.19 eV
SMILES: O[Si](F)(F)F
2S+1: 1

Positions of all 6 atoms, in Å:
O (1.23, 0.34, 0.18)
Si (-0.32, -0.18, 0.17)
F (-1.13, 0.97, -0.54)
F (-0.75, -0.73, 1.63)
F (-0.53, -1.34, -0.81)
H (1.49, 0.93, -0.63)

=====

Entry 10:
Here is a cluster of 2 separate species, F3NS in total from the OMol25 dataset. Energies are from ωB97M-V/def2-TZVPD.

Results
Kohn-Sham gap (alpha / beta): 8.78 / 8.75 eV
2S+1: 1

Positions of all 5 atoms, in Å:
N (2.34, 0.78, -0.99)
F (2.20, -0.54, -0.93)
F (-1.99, 0.10, -0.93)
F (-2.73, -0.86, 1.09)
S (-1.61, 0.25, 0.63)